Record 1
Molecular formula: C16H27BrNO6
Method: DFT, ωB97M-V with the def2-TZVPD basis set

As for the SMILES: CCOCCOCCOC[C@H]1C=[NH+][C@H](CC(=O)Br)[C@H]1CCOC=O. The calculated total energy comes out at -3705.77094 hartree. For the orbital gap, the calculation gives 7.196 eV. As for the largest force on an atom: 1.0 eV/A. Its net charge is +1.

Element x y z (Å)
C: 4.9063 -2.6823 -1.2752
C: 5.8716 -1.5060 -1.1647
O: 5.2581 -0.3123 -0.7086
C: 4.8198 -0.3894 0.6251
C: 4.4302 0.9979 1.0940
O: 3.4781 1.6250 0.2603
C: 2.1860 1.0722 0.3110
C: 1.2374 2.2478 0.1745
O: -0.1090 1.7780 0.0737
C: -1.0545 2.4966 0.8317
C: -2.4109 2.2176 0.2061
C: -2.4667 2.3863 -1.2606
N: -3.1487 1.4717 -1.8261
C: -3.5245 0.3547 -0.9208
C: -4.9247 -0.1751 -1.1769
C: -5.0211 -0.9696 -2.4678
O: -5.7038 -0.6874 -3.3797
Br: -3.8703 -2.5350 -2.5405
C: -3.1479 0.8675 0.4868
C: -2.3207 -0.1447 1.2725
C: -2.9777 -1.5182 1.3817
O: -2.3374 -2.2413 2.4238
C: -1.3844 -3.1299 2.0179
O: -0.3342 -3.2345 2.5543
H: 3.9201 -2.3272 -1.5820
H: 4.8188 -3.2460 -0.3461
H: 5.2555 -3.3753 -2.0422
H: 6.2882 -1.2694 -2.1426
H: 6.7060 -1.7629 -0.4990
H: 5.6188 -0.7744 1.2753
H: 3.9639 -1.0739 0.7178
H: 4.0598 0.9189 2.1265
H: 5.3048 1.6467 1.1072
H: 2.0140 0.5624 1.2668
H: 2.0437 0.3663 -0.5153
H: 1.5051 2.8233 -0.7160
H: 1.3697 2.9059 1.0380
H: -1.0637 2.1726 1.8783
H: -0.8481 3.5719 0.8172
H: -3.0676 3.0283 0.5642
H: -2.0369 3.2077 -1.8231
H: -3.3713 1.4394 -2.8169
H: -2.8138 -0.4402 -1.1708
H: -5.6333 0.6484 -1.2991
H: -5.2472 -0.7977 -0.3413
H: -4.0365 1.1161 1.0715
H: -1.3201 -0.2419 0.8420
H: -2.1987 0.2097 2.2982
H: -4.0330 -1.4261 1.6511
H: -2.9161 -2.0748 0.4382
H: -1.7330 -3.7980 1.2096

Charges computed using natural (NBO), reported in e:
1. C -0.6501
2. C -0.0617
3. O -0.5321
4. C -0.0980
5. C -0.0726
6. O -0.5265
7. C -0.0805
8. C -0.0779
9. O -0.5687
10. C -0.0495
11. C -0.3152
12. C 0.3384
13. N -0.4158
14. C -0.0619
15. C -0.5422
16. C 0.5176
17. O -0.4505
18. Br -0.0167
19. C -0.2042
20. C -0.4446
21. C -0.0746
22. O -0.5176
23. C 0.6421
24. O -0.5025
25. H 0.2083
26. H 0.2085
27. H 0.2227
28. H 0.1922
29. H 0.1639
30. H 0.1782
31. H 0.1613
32. H 0.1647
33. H 0.2046
34. H 0.1715
35. H 0.1777
36. H 0.1902
37. H 0.1828
38. H 0.2028
39. H 0.1984
40. H 0.2726
41. H 0.2524
42. H 0.4501
43. H 0.2445
44. H 0.2545
45. H 0.2757
46. H 0.2332
47. H 0.2354
48. H 0.2416
49. H 0.1886
50. H 0.1810
51. H 0.1076

Record 2
Molecular formula: C3H8NO2PS
Method: DFT, ωB97M-V with the def2-TZVPD basis set

The calculated total energy comes out at -1063.82535 hartree. For the orbital gap (alpha / beta), the calculation gives 7.509 / 7.490 eV. As for the largest force on an atom: 3.8 eV/A. As for the energy above the lowest of the compared OMol25 structures with the same formula, charge and spin: 144.6 kJ/mol. Its net charge is 0.

Element x y z (Å)
C: 1.0808 1.2167 -0.4151
C: 0.5156 -0.2428 -0.9055
C: -0.5743 -0.1918 -1.9413
N: -0.0473 -0.7661 2.7514
O: 0.1382 1.8050 0.3698
O: 0.1327 -1.0582 0.1807
P: -0.8499 -0.4149 1.3836
S: -2.6762 -0.9199 1.3840
H: 2.0167 0.9479 0.0448
H: 1.3632 1.9113 -1.2465
H: 1.2877 -0.7692 -1.3480
H: -0.1153 0.2662 -2.9211
H: -1.3479 0.4435 -1.6232
H: -1.1087 -1.2699 -2.1272
H: 0.7626 -0.2467 2.8396
H: -0.5779 -0.7111 3.5742

Charges computed using natural (NBO), reported in e:
1. C -0.0761
2. C 0.0745
3. C -0.6361
4. N -1.1281
5. O -0.6864
6. O -0.7515
7. P 1.6477
8. S -0.4160
9. H 0.1298
10. H 0.1792
11. H 0.1816
12. H 0.2192
13. H 0.2190
14. H 0.2194
15. H 0.4089
16. H 0.4149

Record 3
Molecular formula: C3H8N4O
Method: DFT, ωB97M-V with the def2-TZVPD basis set

As for the SMILES: [H]/N=C(NOC)/C(N)=N\[H]. The calculated total energy comes out at -413.13421 hartree. For the orbital gap, the calculation gives 9.305 eV. As for the largest force on an atom: 6.8 eV/A. As for the energy above the lowest of the compared OMol25 structures with the same formula, charge and spin: 740.0 kJ/mol. Its net charge is 0.

Element x y z (Å)
C: -2.6110 -0.3290 0.3546
C: 0.4028 0.8315 0.1227
C: 1.3157 -0.6167 0.0970
H: -3.5431 -0.6627 -0.2420
H: -2.9720 0.7574 0.7140
H: -2.1807 -1.1956 1.2258
H: -1.3281 1.6503 -0.2080
H: 0.3963 2.5925 -0.3397
H: -0.3862 -1.3747 -0.5276
H: 0.9663 -2.7525 -0.8652
H: 2.6177 0.4982 0.4076
N: -0.8864 0.8436 0.0437
N: 1.1326 1.8454 -0.2715
N: 0.6128 -1.8172 -0.2170
N: 2.4568 -0.4285 0.3861
O: -1.4282 -0.2414 -0.4000

Charges computed using natural (NBO), reported in e:
1. C -0.2961
2. C 0.3473
3. C 0.4404
4. H 0.2075
5. H 0.2029
6. H 0.2212
7. H 0.3537
8. H 0.3025
9. H 0.4077
10. H 0.4216
11. H 0.3682
12. N -0.3226
13. N -0.7023
14. N -0.9126
15. N -0.6631
16. O -0.3762

Record 4
Molecular formula: C25H31Cl2CoO7
Method: DFT, ωB97M-V with the def2-TZVPD basis set

The calculated total energy comes out at -3800.90266 hartree. For the orbital gap (alpha / beta), the calculation gives 3.186 / 3.172 eV. As for the largest force on an atom: 5.0 eV/A. As for the multiplicity: 5. As for the energy above the lowest of the compared OMol25 structures with the same formula, charge and spin: 0.0 kJ/mol. Its net charge is -2.

Element x y z (Å)
C: 0.4816 -0.6400 -3.1516
C: 0.3052 -1.2529 -1.7406
C: 0.0386 0.8262 -3.0674
C: -0.8084 1.0023 -1.7566
H: -0.5535 1.0800 -3.9554
H: 0.9156 1.4832 -3.0867
C: -0.8591 -0.5289 -1.1294
H: 1.1981 -1.0943 -1.1110
H: 0.1278 -2.3345 -1.8414
C: -1.2911 -1.1117 0.2839
H: -1.7134 -0.8593 -1.7479
H: -1.8538 1.2012 -2.0615
C: -0.4358 2.2596 -1.0607
C: 1.8997 -0.8224 -3.6709
C: -0.3230 -1.3306 -4.2730
O: -0.8998 -0.7190 -5.1587
O: 2.8910 -0.7809 -2.9484
O: 1.9603 -1.0493 -4.9931
O: -0.3351 -2.6723 -4.2533
C: -0.9297 -3.1859 -5.4549
H: -0.8804 -4.2678 -5.3781
H: -0.3614 -2.8329 -6.3183
H: -1.9616 -2.8429 -5.5510
C: 3.2917 -1.1463 -5.4886
H: 3.8577 -0.2415 -5.2451
H: 3.1797 -1.2524 -6.5633
H: 3.7983 -2.0201 -5.0660
O: -0.5540 -1.2528 1.5030
H: -1.5554 -2.1678 0.0419
H: -2.2362 -0.5907 0.5252
C: -1.4522 2.9295 -0.2100
C: 1.0004 2.5644 -0.8432
H: 1.3688 3.3699 -1.5046
H: 1.6239 1.6720 -1.0261
H: 1.2215 2.9022 0.1859
H: -1.0522 3.0948 0.8032
H: -2.3665 2.3259 -0.0807
H: -1.7635 3.9190 -0.5936
Co: 0.6763 -0.3565 2.3312
C: -2.1893 0.1834 5.1291
C: -3.1579 0.2780 4.0840
C: -3.0623 -0.8996 3.2882
H: -3.8777 1.0833 3.9524
C: -2.0343 -1.7222 3.8347
C: -1.5119 -1.0617 4.9906
H: -0.7533 -1.4599 5.6615
H: -2.0508 0.9036 5.9326
H: -3.7043 -1.1622 2.4500
H: -1.7138 -2.6846 3.4466
C: 2.4681 0.3829 3.0313
C: 1.9073 -0.5731 3.9474
C: 1.7911 -1.8193 3.2523
H: 1.7326 -0.4483 5.0136
C: 2.2225 -1.6273 1.9136
C: 2.6050 -0.2580 1.7526
H: 2.9770 0.2101 0.8413
H: 2.8076 1.3985 3.2457
H: 1.4915 -2.7808 3.6609
H: 2.2436 -2.3951 1.1450
Cl: 0.0960 4.7037 2.4441
C: -0.7403 3.5882 3.5643
Cl: -2.4919 3.5667 3.2623
C: -0.1766 2.1374 3.4231
O: 0.2438 1.7066 4.5106
O: -0.1975 1.5034 2.2977
H: -0.5746 3.9698 4.5813

Charges computed using natural (NBO), reported in e:
1. C -0.2567
2. C -0.3989
3. C -0.3907
4. C -0.2566
5. H 0.2393
6. H 0.2148
7. C -0.2066
8. H 0.2407
9. H 0.2187
10. C -0.0386
11. H 0.1714
12. H 0.2001
13. C 0.1045
14. C 0.8260
15. C 0.8353
16. O -0.6299
17. O -0.5979
18. O -0.5174
19. O -0.5092
20. C -0.2583
21. H 0.1831
22. H 0.1859
23. H 0.1968
24. C -0.2557
25. H 0.1957
26. H 0.1823
27. H 0.1921
28. O -0.8732
29. H 0.1384
30. H 0.1739
31. C -0.6727
32. C -0.6860
33. H 0.1881
34. H 0.2107
35. H 0.2440
36. H 0.2591
37. H 0.2171
38. H 0.1858
39. Co 1.3174
40. C -0.3636
41. C -0.3770
42. C -0.3765
43. H 0.1676
44. C -0.3417
45. C -0.3823
46. H 0.1685
47. H 0.1741
48. H 0.1656
49. H 0.1787
50. C -0.3488
51. C -0.3541
52. C -0.3596
53. H 0.2443
54. C -0.3414
55. C -0.4211
56. H 0.2170
57. H 0.2231
58. H 0.2217
59. H 0.2135
60. Cl -0.0829
61. C -0.2813
62. Cl -0.0252
63. C 0.7491
64. O -0.6684
65. O -0.8043
66. H 0.2320

- Among the records above, which one has the highest net charge?
  C16H27BrNO6

- Look up the calculated total energy of the first one.
  -3705.77094 hartree

- Look up the net charge of the fourth one.
  -2